51
Properties=species:S:1:pos:R:3:forces:R:3:mulliken_charge:R:1 method="wB97M-V/def2-TZVPD" smiles="CSCC[C@@H](CO)NC(=O)c1ccc2nc(C3CCCCC3)oc2c1" max_force_ev_per_a=1.33 molar_mass_g_mol=362.5 homo_ev=-8.60 orbital_gap_ev=9.0850
C 7.78929 0.70605 -0.89535 -0.331 0.144 0.347 -0.796
H 7.20370 0.03713 -1.51955 0.076 -0.072 -0.113 0.219
H 8.53203 0.15355 -0.32726 0.093 -0.061 -0.081 0.270
H 8.27693 1.45493 -1.51087 0.076 0.005 -0.087 0.356
S 6.69984 1.60500 0.24616 0.094 -0.122 0.051 -0.118
C 6.00781 0.21636 1.22602 0.070 0.407 -0.144 -0.826
C 4.49691 0.11844 1.09136 0.075 -0.030 -0.240 -0.588
H 4.14084 -0.68490 1.73907 -0.058 0.089 0.008 0.373
H 4.04500 1.05635 1.42290 -0.030 -0.012 0.008 0.358
C 4.04368 -0.16074 -0.34766 0.077 -0.399 0.301 -0.250
N 2.60966 0.08024 -0.47632 -0.044 0.282 -0.108 -0.183
C 1.62542 -0.66945 0.06229 0.046 0.483 -0.308 0.737
O 1.80730 -1.74903 0.60376 0.015 -0.414 0.162 -0.790
C 0.25429 -0.10006 -0.09228 -0.313 0.035 0.115 0.604
C -0.78698 -1.00294 -0.27852 -0.205 -0.170 -0.048 -1.586
C -2.05178 -0.47274 -0.41233 0.571 1.191 0.153 0.871
C -2.29981 0.91486 -0.34496 0.591 -0.986 0.013 0.656
C -1.25719 1.80468 -0.12785 -0.253 -0.092 -0.074 -1.075
C 0.01218 1.27831 -0.00844 0.151 -0.100 -0.019 -0.612
H 0.83392 1.95138 0.19116 0.072 0.041 0.021 0.451
H -1.44293 2.86339 -0.05276 -0.014 0.134 0.020 0.464
N -3.64970 1.10822 -0.51023 -0.631 0.160 -0.108 -0.572
C -4.14991 -0.07073 -0.65978 -0.009 0.614 -0.122 0.196
O -3.24393 -1.08520 -0.61715 -0.111 -0.479 -0.006 -0.416
C -5.57575 -0.42876 -0.88979 -0.177 -0.337 -0.142 0.386
C -6.06895 -1.37070 0.22016 0.208 -0.014 0.105 -1.181
C -6.16444 -0.63594 1.55322 -0.300 -0.110 -0.054 -0.494
C -7.10115 0.56152 1.43206 0.253 0.122 0.088 -0.729
C -6.59576 1.51955 0.35856 -0.260 -0.045 0.003 -0.572
C -6.46825 0.81017 -0.98647 0.294 0.152 0.070 -1.141
H -7.45680 0.49415 -1.32710 -0.002 -0.034 -0.059 0.445
H -6.05274 1.49765 -1.72382 -0.073 -0.008 -0.081 0.380
H -5.61859 1.90888 0.64353 -0.069 0.093 0.034 0.352
H -7.28178 2.36264 0.25838 0.039 0.061 -0.003 0.346
H -7.16764 1.07952 2.39056 -0.088 -0.005 0.016 0.340
H -8.10292 0.21156 1.17013 -0.094 -0.018 0.038 0.323
H -5.17257 -0.28943 1.85260 0.071 -0.011 0.094 0.267
H -6.52694 -1.32110 2.32248 0.097 0.000 0.031 0.368
H -5.39160 -2.22273 0.30365 -0.085 -0.054 -0.040 0.465
H -7.05545 -1.74723 -0.05821 -0.011 -0.047 -0.037 0.475
H -5.60909 -0.97608 -1.84116 0.030 0.051 0.067 0.379
H -0.59406 -2.06275 -0.31486 0.059 -0.122 0.020 0.495
H 2.34376 0.95472 -0.89873 -0.070 -0.131 -0.009 0.334
H 4.52559 0.55891 -1.01729 -0.071 -0.081 0.068 0.488
C 4.43162 -1.58327 -0.81891 -0.021 0.339 -0.305 -0.799
O 4.34068 -2.56403 0.16459 -0.132 -0.371 0.420 -0.625
H 3.41663 -2.55124 0.48907 0.236 0.034 -0.121 0.502
H 5.47530 -1.57922 -1.14547 -0.066 0.068 -0.034 0.353
H 3.80665 -1.83054 -1.69202 0.139 0.083 0.046 0.332
H 6.49276 -0.69633 0.89015 0.056 -0.109 0.079 0.383
H 6.27558 0.40387 2.26573 0.030 -0.154 -0.034 0.386